# C20H31AsBF4N3PdTe

A structure of composition C20H31AsBF4N3PdTe (ωB97M-V/def2-TZVPD, the OMol25 dataset).

Geometry as XYZ:
```
62
Properties=species:S:1:pos:R:3:forces:R:3
Pd 1.153 -0.772 -0.021 -0.2 0.5 0.3
Te 2.016 -1.513 -2.308 0.0 -0.1 -0.1
C 0.860 -3.202 -2.700 0.1 0.0 -0.1
C 1.079 -3.894 -3.894 -0.1 -0.1 0.0
C 0.364 -5.050 -4.165 0.0 0.1 0.1
C -0.563 -5.521 -3.243 0.0 0.0 0.0
C -0.778 -4.836 -2.054 0.0 0.0 0.0
C -0.071 -3.674 -1.778 0.0 0.0 0.1
H 1.808 -3.531 -4.608 0.0 0.0 0.0
H 0.535 -5.584 -5.091 0.0 0.0 0.0
H -1.112 -6.432 -3.447 0.0 0.0 0.0
H -1.486 -5.211 -1.327 0.0 0.0 0.0
H -0.221 -3.156 -0.837 0.0 0.0 0.0
F 2.230 -2.471 3.373 0.0 0.0 -0.1
B 2.139 -2.850 2.029 0.1 0.0 0.1
F 0.778 -2.743 1.606 0.0 -0.1 0.0
F 2.619 -4.119 1.795 0.0 0.1 0.0
F 2.886 -1.893 1.246 0.0 -0.1 -0.1
C -1.333 1.988 0.527 0.0 0.0 0.0
As -0.761 0.645 -0.750 0.3 0.1 -0.2
C -0.110 1.809 -2.173 0.0 0.0 0.0
C -2.479 0.065 -1.514 -0.1 -0.1 0.0
C -3.248 1.148 -2.206 0.0 0.0 0.0
C -3.108 1.355 -3.576 0.0 0.0 0.0
C -3.788 2.382 -4.215 0.0 0.0 0.0
C -4.626 3.219 -3.493 0.0 0.0 0.0
C -4.788 3.012 -2.129 0.0 0.0 0.0
C -4.106 1.985 -1.494 0.0 0.0 0.0
H -1.867 2.788 0.017 0.0 0.0 0.0
H -0.445 2.372 1.023 0.0 0.0 0.0
H -1.973 1.530 1.280 0.0 0.0 0.0
H -0.658 2.750 -2.201 0.0 0.0 0.0
H -0.227 1.306 -3.132 0.1 0.0 0.0
H 0.950 1.994 -2.003 0.0 0.0 0.0
H -3.038 -0.356 -0.678 0.0 0.0 0.0
H -2.238 -0.752 -2.195 0.0 0.0 0.0
H -2.466 0.696 -4.151 0.0 0.0 0.0
H -3.666 2.523 -5.281 0.0 0.0 0.0
H -5.158 4.020 -3.989 0.0 0.0 0.0
H -5.452 3.649 -1.558 0.0 0.0 0.0
H -4.248 1.821 -0.432 0.0 0.0 0.0
C 3.076 1.633 1.015 0.0 0.1 0.0
N 2.644 1.710 2.393 0.0 0.0 -0.1
C 2.665 3.049 2.957 0.0 0.0 0.0
C 1.719 0.800 2.855 0.1 0.0 0.1
N 0.970 0.122 2.052 -0.1 -0.3 -0.1
N 1.639 0.698 4.221 -0.1 0.0 0.0
C 2.836 0.770 5.046 0.0 -0.1 0.0
C 0.570 -0.109 4.784 0.0 0.0 0.0
H 4.053 2.114 0.933 0.0 0.0 0.0
H 2.386 2.138 0.325 0.0 0.0 0.0
H 3.177 0.593 0.714 0.0 0.0 0.0
H 2.137 3.751 2.301 0.0 0.0 0.0
H 3.692 3.402 3.073 0.0 0.0 0.0
H 2.183 3.059 3.930 0.0 0.0 0.0
H 0.538 -0.655 2.544 0.0 0.0 -0.1
H 3.684 1.094 4.449 0.0 0.0 0.0
H 3.062 -0.219 5.451 0.0 0.0 0.0
H 2.696 1.467 5.875 0.0 0.0 0.0
H 0.729 -1.179 4.616 0.0 0.0 0.0
H -0.389 0.187 4.357 0.0 0.0 0.0
H 0.532 0.076 5.857 0.0 0.0 0.0
```
Positions in Å, forces in eV/Å.

Values from the calculation:
- Orbital gap (alpha / beta): 7.46 / 6.49 eV
- HOMO level (alpha / beta): -0.26080 / -0.31594 Ha
- E_tot: -108877.313 eV
- Multiplicity: 3
- Energy above the lowest of the compared OMol25 structures with the same formula, charge and spin: 0.000 eV
- Expectation value of S²: 2.01
- LUMO level (alpha / beta): 0.013 / -0.077 Eh